[1]
C8H17NO2 | the ωB97M-V functional and the def2-TZVPD basis

Each line ends with the Mulliken charge.
CARTESIAN COORDINATES (ANGSTROEM)
C1 -1.27 1.30 0.38  0.48
C2 0.28 1.58 2.26  -1.75
C3 1.12 1.95 -0.14  -1.58
C4 1.32 -0.90 -0.81  -1.45
C5 -0.12 -1.76 1.07  -2.24
C6 -2.34 -1.81 -0.91  -0.92
C7 0.07 1.42 0.77  1.20
C8 -0.02 -1.06 -0.19  1.53
N1 -0.95 -1.22 -1.14  -0.20
O1 -1.48 1.53 -1.02  -0.60
O2 -2.25 1.02 1.05  -0.71
H1 1.27 1.86 2.59  0.41
H2 0.02 0.69 2.68  0.38
H3 -0.37 2.36 2.47  0.39
H4 2.16 1.59 0.24  0.29
H5 1.12 3.02 -0.15  0.32
H6 0.93 1.60 -1.25  0.29
H7 1.71 -1.94 -1.13  0.30
H8 1.13 -0.38 -1.80  0.38
H9 2.13 -0.36 -0.37  0.27
H10 -0.06 -2.78 0.91  0.68
H11 -1.04 -1.82 1.56  0.42
H12 0.74 -1.54 1.66  0.44
H13 -2.75 -1.69 -1.85  0.42
H14 -2.12 -2.83 -0.58  0.30
H15 -2.91 -1.10 -0.20  0.25
H16 -0.94 -0.66 -2.01  0.32
H17 -0.81 2.05 -1.46  0.38

Gap between HOMO and LUMO (spin up / spin down) = 7.045 / 7.043 eV
HOMO (spin up / spin down) = -6.65 / -6.65 eV
Relative energy (zero: lowest compared OMol25 entry of this formula, charge and spin) = 3.494 eV
LUMO level (spin up / spin down) = 0.4 / 0.4 eV

***

[2]
C8H17NO2S | the ωB97M-V functional and the def2-TZVPD basis

Each line ends with the Mulliken charge.
CARTESIAN COORDINATES (ANGSTROEM)
C1 -3.39 0.44 1.00  -0.25
C2 1.18 -2.16 0.82  -1.84
C3 2.35 -0.90 -1.09  -1.23
C4 1.23 2.91 0.35  -1.60
C5 -3.74 -1.73 -0.11  -0.37
C6 0.99 0.35 0.68  -1.10
C7 1.06 -0.92 -0.18  0.49
C8 0.86 1.57 -0.26  0.75
N1 -0.39 1.54 -1.00  -0.21
O1 -2.61 0.68 -0.07  -0.04
O2 -4.07 -0.71 0.93  -0.10
S1 -1.76 2.16 -0.23  0.03
H1 0.37 -2.16 1.52  0.40
H2 1.38 -3.02 0.28  0.48
H3 2.02 -1.94 1.35  0.51
H4 2.56 0.12 -1.63  0.30
H5 3.21 -0.96 -0.47  0.33
H6 2.26 -1.77 -1.73  0.39
H7 2.38 3.12 0.27  0.33
H8 0.77 3.79 -0.15  0.42
H9 1.03 2.97 1.37  0.39
H10 -2.66 -1.83 -0.05  0.05
H11 -4.24 -1.57 -1.03  0.26
H12 -4.17 -2.65 0.33  0.26
H13 0.16 0.32 1.32  0.52
H14 1.83 0.40 1.45  0.32
H15 0.18 -1.10 -0.64  0.42
H16 1.71 1.44 -1.07  -0.20
H17 -0.49 1.62 -1.99  0.27

Gap between HOMO and LUMO = 9.261 eV
HOMO = -8.59 eV
Relative energy (zero: lowest compared OMol25 entry of this formula, charge and spin) = 4.380 eV
LUMO level = 0.7 eV

***

[3]
C8H17NOS | the ωB97M-V functional and the def2-TZVPD basis

Each line ends with the Mulliken charge.
CARTESIAN COORDINATES (ANGSTROEM)
C1 1.83 1.97 -2.45  -0.70
C2 -0.39 1.99 -1.00  -0.79
C3 -1.58 1.20 -0.38  -1.45
C4 -1.25 -0.14 0.29  0.96
C5 -0.34 -0.18 1.51  0.09
C6 0.66 -1.22 1.62  -0.11
C7 1.81 -1.11 0.55  -0.95
C8 0.20 -2.69 1.28  -0.99
H1 2.42 1.25 -1.61  0.14
H2 2.15 1.90 -3.46  0.38
H3 1.68 3.10 -1.99  0.23
H4 -0.78 3.01 -1.06  0.42
H5 0.38 2.08 -0.21  0.48
H6 -2.24 1.14 -1.26  0.46
H7 -2.15 1.99 0.25  0.28
H8 -0.70 -0.88 -0.40  0.11
H9 -3.34 -0.25 1.20  0.28
H10 -2.86 -0.72 -0.42  0.28
H11 0.87 -1.17 2.65  0.66
H12 1.24 -0.61 -0.28  0.28
H13 2.20 -2.37 0.12  0.22
H14 2.81 -0.51 1.04  0.26
H15 -1.00 -2.78 1.38  0.28
H16 0.49 -2.94 0.03  0.24
H17 0.99 -3.27 2.18  0.28
N1 -2.52 -0.61 0.54  -0.65
O1 -0.67 0.49 2.47  -0.64
S1 0.11 1.31 -2.58  -0.06

Gap between HOMO and LUMO = 9.237 eV
HOMO = -8.47 eV
Relative energy (zero: lowest compared OMol25 entry of this formula, charge and spin) = 5.784 eV
LUMO level = 0.8 eV

***

[4]
C8H17O2Si | the ωB97M-V functional and the def2-TZVPD basis

Each line ends with the Mulliken charge.
CARTESIAN COORDINATES (ANGSTROEM)
C1 -1.35 -0.86 1.69  0.29
C2 1.78 1.54 0.67  -1.81
C3 -0.18 2.23 2.08  -1.68
C4 -0.33 1.73 -0.55  -1.69
C5 -1.67 -1.05 -1.97  -1.06
C6 -0.18 -3.38 -0.46  -1.21
C7 -0.02 -0.79 1.03  0.11
C8 0.30 1.55 0.83  1.39
O1 -2.13 -1.37 0.75  -0.70
O2 -1.75 -0.36 2.73  -0.74
Si1 -0.33 -1.48 -0.65  0.71
H1 2.05 1.02 -0.20  0.36
H2 2.24 1.08 1.57  0.37
H3 2.20 2.50 0.58  0.53
H4 -1.16 1.89 2.24  0.45
H5 0.15 3.32 1.87  0.35
H6 0.48 2.10 2.84  0.39
H7 -1.31 1.38 -0.50  0.37
H8 -0.40 2.78 -0.79  0.48
H9 0.18 1.12 -1.29  0.36
H10 -2.43 -1.77 -1.76  0.29
H11 -1.93 -0.01 -1.89  0.33
H12 -1.39 -1.25 -3.06  0.31
H13 0.22 -3.69 0.63  0.24
H14 -1.07 -4.02 -0.46  0.34
H15 0.54 -3.73 -1.19  0.33
H16 0.89 -1.22 1.58  0.26
H17 0.94 -1.00 -1.31  -0.36

Charge = -1
Gap between HOMO and LUMO = 7.378 eV
HOMO = -3.88 eV
Relative energy (zero: lowest compared OMol25 entry of this formula, charge and spin) = 2.630 eV
LUMO level = 3.5 eV

***

[5]
C8H17OP | the ωB97M-V functional and the def2-TZVPD basis

Each line ends with the Mulliken charge.
CARTESIAN COORDINATES (ANGSTROEM)
C1 -2.42 1.07 1.44  -1.45
C2 -2.22 1.18 -1.18  -1.73
C3 1.32 0.18 1.28  -1.63
C4 1.93 0.35 -1.22  -1.55
C5 2.54 -1.69 -0.05  -2.07
C6 -1.70 0.68 0.18  1.18
C7 0.14 -1.24 -0.46  -0.66
C8 1.43 -0.49 -0.07  1.83
O1 -2.31 -2.10 -0.27  -0.74
P1 -1.40 -1.04 -0.01  0.35
H1 -2.97 2.01 1.55  0.38
H2 -3.20 0.39 1.71  0.38
H3 -1.69 1.04 2.29  0.29
H4 -1.46 0.91 -1.91  0.40
H5 -3.09 0.66 -1.52  0.45
H6 -2.49 2.23 -1.31  0.35
H7 0.67 1.04 1.17  0.26
H8 2.20 0.60 1.77  0.44
H9 0.86 -0.58 1.88  0.44
H10 1.22 1.13 -1.50  0.27
H11 2.91 0.69 -1.13  0.45
H12 1.83 -0.37 -2.00  0.46
H13 3.43 -1.20 0.32  0.49
H14 2.30 -2.36 0.69  0.54
H15 2.74 -2.13 -0.98  0.48
H16 -0.80 1.23 0.16  -0.01
H17 0.25 -2.19 -0.85  0.43

Gap between HOMO and LUMO = 8.957 eV
HOMO = -8.49 eV
Relative energy (zero: lowest compared OMol25 entry of this formula, charge and spin) = 1.427 eV
LUMO level = 0.5 eV

***

[6]
C8H17OP2Pt | the ωB97M-V functional and the def2-TZVPD basis

Each line ends with the Mulliken charge.
CARTESIAN COORDINATES (ANGSTROEM)
C1 -0.72 1.96 0.05  -0.44
C2 -0.15 3.26 0.30  -0.83
C3 0.76 3.12 1.38  -0.17
C4 0.64 1.82 1.95  -0.79
C5 -0.24 1.07 1.10  -0.17
Pt1 -1.34 -0.27 -1.93  -0.76
P1 -1.82 -2.25 -2.52  -0.13
H1 -1.44 1.66 -0.75  0.60
H2 -0.36 4.16 -0.26  0.42
H3 1.46 3.88 1.71  0.41
H4 -0.50 0.01 1.17  0.51
H5 1.11 1.48 2.87  0.40
H6 -0.74 -3.10 -2.92  -0.02
H7 -2.62 -2.32 -3.69  -0.03
H8 -2.64 -3.09 -1.66  0.07
C6 2.37 -4.24 2.05  -1.19
P2 1.87 -2.95 0.87  0.99
C7 3.41 -2.10 0.41  -1.22
C8 1.34 -3.86 -0.62  -1.02
O1 0.84 -2.03 1.42  -0.63
H9 2.70 -5.14 1.54  0.37
H10 1.50 -4.47 2.68  0.32
H11 3.18 -3.86 2.69  0.33
H12 4.23 -2.82 0.24  0.37
H13 3.23 -1.52 -0.50  0.40
H14 3.68 -1.42 1.23  0.31
H15 0.25 -3.83 -0.68  0.16
H16 1.77 -3.38 -1.50  0.37
H17 1.69 -4.89 -0.55  0.37

Charge = -1
Multiplicity = 3
Gap between HOMO and LUMO (spin up / spin down) = 2.949 / 5.017 eV
HOMO (spin up / spin down) = -0.23 / -3.20 eV
LUMO level (spin up / spin down) = 2.7 / 1.8 eV